This record from the OMol25 dataset describes a structure of composition C29H31BrCoN5O2PS2SeSi. The level of theory is the ωB97M-V functional and the def2-TZVPD basis.

Geometry as ORCA input:
```
! wB97M-V def2-TZVPD RIJCOSX def2/J DEFGRID3
* xyz 0 6
Co -0.48801 0.25878 -0.11807
Se 4.95833 -0.43530 5.31581
N 3.16507 -0.34812 5.36791
C 2.74454 -0.26641 4.14085
C 1.33043 -0.17094 3.76819
C 0.31953 -0.19779 4.69150
C -1.02002 -0.10936 4.26949
C -1.25602 0.00236 2.91343
N -0.30185 0.03700 1.98808
C 1.01699 -0.05968 2.37741
C 2.00689 -0.06814 1.38338
N 1.61339 0.02443 0.06875
C 2.52851 -0.07040 -0.88991
C 3.88333 -0.21238 -0.65806
C 4.31113 -0.27326 0.67636
C 3.39430 -0.20296 1.69365
C 3.77367 -0.28481 3.10488
N 5.00163 -0.38333 3.52061
H 0.56982 -0.28919 5.74088
H -1.84315 -0.13707 4.96701
H -2.27317 0.06606 2.53672
H 2.14913 -0.03270 -1.90633
H 4.57252 -0.29410 -1.48460
H 5.35958 -0.38603 0.92250
C -5.30675 -1.60540 -3.24978
C -4.82513 -0.19401 -3.02799
O -3.37847 -0.20051 -3.09338
P -2.53205 0.77901 -2.18594
S -0.60764 0.47468 -2.56430
S -2.93093 0.57865 -0.23987
O -3.04400 2.19446 -2.70521
C -2.58534 3.41467 -2.07995
C -1.60858 4.12440 -2.98686
H -6.39461 -1.62545 -3.32459
H -5.00356 -2.25107 -2.42616
H -4.89043 -2.00591 -4.17391
H -5.14002 0.18728 -2.05391
H -5.18266 0.49107 -3.79685
H -2.13973 3.17608 -1.11412
H -3.47900 4.00992 -1.89421
H -0.72877 3.50370 -3.15735
H -1.29068 5.06206 -2.52664
H -2.06535 4.34970 -3.95037
Br 0.77355 7.00585 1.08664
C 0.47170 5.16839 0.81004
C -0.43024 4.48933 1.61223
C -0.62739 3.14199 1.35899
N 0.00854 2.48919 0.38830
C 0.87922 3.15410 -0.36710
C 1.14877 4.50228 -0.19675
H -0.96473 4.98398 2.40960
H -1.32075 2.56131 1.95433
H 1.37955 2.58177 -1.13862
H 1.86222 5.00707 -0.83113
C -1.93514 -3.09623 -1.35406
Si -0.66525 -2.49488 -0.11678
C -1.07914 -3.11155 1.59789
C 1.03888 -3.04746 -0.62844
C 1.38955 -3.08414 -1.98347
C 2.67622 -3.40950 -2.38542
C 3.64778 -3.69325 -1.43533
C 3.32697 -3.64912 -0.08609
C 2.03735 -3.32783 0.30970
H -1.92158 -4.19089 -1.35766
H -1.74208 -2.73826 -2.36496
H -2.93203 -2.75723 -1.06702
H -1.08709 -4.20638 1.58245
H -2.07082 -2.76872 1.89870
H -0.37088 -2.78173 2.35832
H 0.64890 -2.84208 -2.73768
H 2.92351 -3.43735 -3.43943
H 4.65505 -3.94143 -1.74576
H 4.08478 -3.85604 0.65932
H 1.81169 -3.28116 1.37016
*
```

Computed properties:
E = -9333.52471 hartree
LUMO (alpha / beta) = -0.1183 / -1.0243 eV
HOMO energy (alpha / beta) = -5.016 / -8.210 eV
F_max = 0.71 eV/A
Kohn-Sham gap (alpha / beta) = 4.90 / 7.19 eV

Here are the natural (NBO) charges for atoms 1 to 5, given in e: 1.349 0.841 -0.608 0.135 -0.137